one:
DFT (ωB97M-V with the def2-TZVPD basis set) results for 8 unconnected molecules or ions with the total composition C6H28NO7.

Each line ends with the Löwdin charge.
Element x y z (Å)
C  -0.145  -0.202  -0.768  -0.139
C  0.520  -0.677  0.523  -0.254
C  1.576  0.095  1.129  -0.219
C  1.323  1.618  1.660  -0.212
C  0.176  1.824  2.542  -0.244
C  -0.862  2.491  2.118  0.018
N  0.791  -0.193  -2.003  0.183
H  -1.009  -0.724  -1.006  0.076
H  -0.352  0.927  -0.476  0.140
H  0.841  -1.722  0.460  0.119
H  -0.412  -0.542  1.360  0.157
H  2.368  0.083  0.296  0.088
H  2.004  -0.481  2.040  0.148
H  2.228  2.183  2.200  0.161
H  1.167  2.231  0.709  0.098
H  0.327  1.221  3.415  0.105
H  -1.726  2.744  2.703  0.065
H  -0.678  3.006  1.147  0.083
H  0.757  -1.078  -2.240  0.018
H  1.789  0.030  -1.628  0.166
H  0.560  0.493  -2.790  0.190
H  -2.652  -0.296  1.516  0.029
H  -3.799  -0.991  0.964  0.084
O  -3.477  -0.044  1.063  -0.067
H  -0.042  -2.868  -3.855  -0.005
H  -0.864  -1.623  -4.337  0.086
O  -0.351  -2.061  -3.641  0.018
H  2.431  -0.770  -4.645  0.057
H  3.290  0.125  -3.728  -0.012
O  2.489  0.007  -4.101  0.018
H  4.524  2.069  -1.061  0.138
H  3.254  2.213  -0.383  -0.045
O  3.785  1.512  -0.559  -0.062
H  -3.166  1.164  -1.712  0.052
H  -3.054  0.589  -0.342  0.052
O  -2.465  1.190  -1.011  -0.175
H  -1.977  -1.011  4.137  0.051
H  -1.078  -2.130  4.446  0.076
O  -1.311  -1.548  3.667  -0.088
H  -1.558  -2.645  0.901  0.008
H  -2.754  -3.582  0.653  0.095
O  -2.468  -2.626  0.635  -0.056

Its charge is +1. The calculation puts the lowest unoccupied orbital energy at -2.71 eV.

two:
DFT (ωB97M-V with the def2-TZVPD basis set) results for 8 unconnected molecules or ions with the total composition C6H28NO7.

Each line ends with the Löwdin charge.
Element x y z (Å)
C  -2.433  0.453  -0.986  -0.032
C  -1.250  0.056  -0.110  -0.336
C  -0.531  -1.209  -0.646  -0.159
C  0.473  -1.808  0.338  -0.201
C  -1.365  -2.712  1.807  0.019
C  -0.131  -2.187  1.649  -0.188
N  -0.278  1.235  -0.076  0.172
H  -3.137  -0.361  -1.063  0.083
H  -2.970  1.256  -0.544  0.072
H  -2.040  0.649  -2.012  0.099
H  -1.509  -0.138  0.973  0.128
H  -1.322  -1.963  -0.945  0.139
H  -0.029  -0.952  -1.566  0.086
H  1.323  -1.135  0.480  0.098
H  0.886  -2.722  -0.081  0.120
H  -2.089  -2.874  1.033  0.053
H  -1.785  -3.013  2.764  0.060
H  0.574  -2.092  2.495  0.101
H  0.139  1.468  -1.088  0.130
H  0.544  1.022  0.544  0.115
H  -0.719  2.089  0.299  0.117
H  1.158  -3.530  -3.819  0.077
H  0.093  -2.863  -4.683  0.080
O  0.622  -2.723  -3.880  -0.040
H  2.575  3.140  1.230  0.079
H  1.149  3.028  1.656  0.021
O  1.885  2.484  1.346  -0.047
H  0.987  0.917  -2.969  0.001
H  0.861  2.480  -3.064  0.092
O  0.468  1.680  -2.660  -0.056
H  1.473  -1.234  -3.547  -0.046
H  2.593  -0.390  -4.206  0.118
O  1.927  -0.425  -3.446  -0.059
H  1.974  0.942  2.186  -0.002
H  2.387  0.088  3.367  0.055
O  1.784  0.138  2.664  -0.018
H  -0.779  2.430  2.510  0.021
H  -0.952  4.010  2.315  0.052
O  -0.614  3.219  1.964  -0.040
H  -1.240  0.379  3.802  0.091
H  0.119  0.432  2.968  0.015
O  -0.819  0.740  3.001  -0.071

Its charge is +1. The calculation puts the lowest unoccupied orbital energy at -2.27 eV.

Most stable structure, least stable structure: two, one.

one:
DFT (ωB97M-V with the def2-TZVPD basis set) results for a single C3H6N2S molecule.

Each line ends with the Löwdin charge.
Element x y z (Å)
C  0.219  -0.685  1.630  -0.079
C  0.227  0.744  1.068  -0.193
N  0.107  1.040  -0.139  0.011
N  -0.043  0.008  -1.052  -0.094
C  -0.365  0.348  -2.270  -0.835
S  -0.814  -0.442  -3.585  0.598
H  -0.728  -1.199  1.454  0.080
H  0.294  -0.659  2.740  0.083
H  0.928  -1.350  1.226  0.047
H  0.294  1.633  1.768  0.127
H  0.250  -0.939  -0.706  0.152
H  -0.369  1.501  -2.134  0.104

The calculation puts the lowest unoccupied orbital energy at 0.65 eV. Its structure (SMILES) is C/C=N\NC=S.

two:
DFT (ωB97M-V with the def2-TZVPD basis set) results for 2 unconnected molecules or ions with the total composition C3H6N2S.

Each line ends with the Löwdin charge.
Element x y z (Å)
C  -2.524  0.141  -0.620  -0.091
C  1.223  0.351  0.002  -0.377
C  0.220  -0.302  0.920  -0.499
N  -3.221  -0.101  -1.524  0.062
N  0.564  0.734  -1.264  -0.011
S  0.783  -1.193  2.193  0.803
H  1.378  1.396  0.368  0.136
H  2.092  -0.155  -0.056  0.055
H  -1.937  0.280  0.192  -0.047
H  0.298  -0.039  -1.811  0.044
H  -0.276  1.162  -0.911  0.021
H  -0.408  -1.507  2.824  -0.097

The calculation puts the lowest unoccupied orbital energy at -0.48 eV.

three:
DFT (ωB97M-V with the def2-TZVPD basis set) results for a single C3H6N2S molecule.

Each line ends with the Löwdin charge.
Element x y z (Å)
C  0.450  -1.731  0.988  0.020
C  0.267  -1.025  -0.131  -0.149
N  -0.178  0.331  -0.258  -0.249
N  -0.118  0.684  -1.617  0.040
C  -0.373  1.271  0.675  -0.712
S  -0.553  1.222  2.288  0.635
H  0.346  -1.372  2.001  0.011
H  0.844  -2.695  0.756  0.043
H  0.421  -1.371  -1.149  0.102
H  0.526  1.449  -1.756  0.088
H  -1.040  1.045  -1.932  0.111
H  -0.592  2.192  0.135  0.060

The calculation puts the lowest unoccupied orbital energy at 0.38 eV. Its structure (SMILES) is C=CN(N)C=S.

Most stable structure, least stable structure: one, two.

one:
DFT (ωB97M-V with the def2-TZVPD basis set) results for a single C3H6N2S molecule.

Each line ends with the Löwdin charge.
Element x y z (Å)
N  -1.570  -1.448  -0.346  -0.054
N  -1.018  -0.370  0.421  -0.477
C  0.461  -0.684  0.671  -0.119
C  1.298  0.265  0.327  -0.193
C  0.743  1.540  -0.178  -0.466
S  -1.075  1.270  -0.265  0.859
H  -1.768  -1.398  -1.359  0.080
H  -2.451  -1.763  -0.034  0.042
H  0.697  -1.694  1.074  0.119
H  2.292  0.115  0.389  0.066
H  1.033  2.342  0.411  0.037
H  1.357  1.826  -1.110  0.106

The calculation puts the lowest unoccupied orbital energy at 1.01 eV. Its structure (SMILES) is NN1C=CCS1.

two:
DFT (ωB97M-V with the def2-TZVPD basis set) results for 2 unconnected molecules or ions with the total composition C3H6N2S.

Each line ends with the Löwdin charge.
Element x y z (Å)
C  -2.672  -0.685  0.229  -0.244
C  -0.037  0.790  0.276  -0.381
C  -0.271  -0.641  0.658  -0.471
N  -3.785  -0.671  -0.042  -0.067
N  -0.435  1.163  -1.062  -0.001
S  0.346  -1.878  -0.381  0.838
H  -0.569  1.433  0.983  0.120
H  1.038  1.005  0.370  0.126
H  -0.402  -0.894  1.698  0.065
H  0.031  0.579  -1.750  0.055
H  -1.437  1.022  -1.174  0.055
H  0.008  -2.918  0.392  -0.095

The calculation puts the lowest unoccupied orbital energy (spin up / spin down) at -1.32 / -1.32 eV.

Most stable structure, least stable structure: one, two.

one:
DFT (ωB97M-V with the def2-TZVPD basis set) results for a single C3H6N2S molecule.

Each line ends with the Löwdin charge.
Element x y z (Å)
S  0.508  -0.984  2.774  0.517
C  0.225  -0.428  1.212  -0.951
N  -0.400  -1.110  0.238  -0.006
C  -0.258  -0.441  -1.065  -0.141
C  -0.019  1.016  -0.580  -0.148
N  0.587  0.782  0.731  0.009
H  -0.467  -2.139  0.346  0.148
H  -1.159  -0.513  -1.642  0.101
H  0.625  -0.821  -1.631  0.126
H  -1.022  1.535  -0.514  0.130
H  0.614  1.593  -1.231  0.104
H  0.768  1.511  1.362  0.111

The calculation puts the lowest unoccupied orbital energy at 0.76 eV. Its structure (SMILES) is S=C1NCCN1.

two:
DFT (ωB97M-V with the def2-TZVPD basis set) results for a single C3H6N2S molecule.

Each line ends with the Löwdin charge.
Element x y z (Å)
C  0.663  -1.636  1.838  -0.114
N  0.706  -2.189  0.480  -0.002
C  0.294  -1.595  -0.502  -0.244
N  -0.237  -0.290  -0.775  -0.015
C  -0.329  0.837  -0.060  -0.762
S  -0.560  2.357  -0.613  0.612
H  0.814  -2.496  2.562  0.091
H  -0.322  -1.128  1.914  0.076
H  1.469  -0.937  1.996  0.071
H  0.283  -2.088  -1.509  0.130
H  -0.240  -0.072  -1.763  0.109
H  -0.093  0.735  1.009  0.047

The calculation puts the lowest unoccupied orbital energy at 0.11 eV. Its structure (SMILES) is C/N=C\NC=S.

Most stable structure, least stable structure: one, two.

one:
DFT (ωB97M-V with the def2-TZVPD basis set) results for 3 unconnected molecules or ions with the total composition CH9NO3.

Each line ends with the Löwdin charge.
Element x y z (Å)
N  -2.378  -0.703  0.675  0.029
C  -1.101  -1.173  1.060  -0.330
O  -0.148  -0.063  1.071  -0.109
H  -3.003  -0.404  1.397  0.066
H  -2.445  -0.329  -0.249  0.074
H  -1.065  -1.732  1.993  0.110
H  -0.621  -1.801  0.307  0.110
H  -0.447  0.596  1.709  0.064
O  3.574  1.015  1.544  -0.071
H  3.940  1.449  0.767  0.029
H  2.618  0.985  1.355  0.028
O  0.113  0.586  -3.604  -0.060
H  0.396  1.492  -3.736  0.027
H  0.567  0.083  -4.290  0.033

The calculation puts the lowest unoccupied orbital energy at 0.75 eV. Its structure (SMILES) is NCO.O.O.

two:
DFT (ωB97M-V with the def2-TZVPD basis set) results for 4 unconnected molecules or ions with the total composition CH9NO3.

Each line ends with the Löwdin charge.
Element x y z (Å)
C  -1.684  0.659  -0.301  -0.096
N  -2.348  -0.238  0.405  0.004
H  -1.249  1.474  0.167  0.020
H  -1.778  0.708  -1.415  0.079
H  -2.275  -1.129  -0.049  0.007
O  -1.022  2.217  4.358  -0.075
H  -0.282  2.424  3.678  0.085
H  -0.895  1.309  4.210  -0.013
O  1.264  -1.945  -0.999  -0.100
H  0.398  -1.867  -0.446  0.074
H  1.781  -2.192  -0.213  0.035
O  2.842  -0.403  -3.420  -0.074
H  3.753  -0.733  -3.148  0.071
H  2.422  -1.235  -3.312  -0.017

The calculation puts the lowest unoccupied orbital energy at 0.33 eV. Its structure (SMILES) is C=N.O.O.O.

Most stable structure, least stable structure: one, two.

one:
DFT (ωB97M-V with the def2-TZVPD basis set) results for 5 unconnected molecules or ions with the total composition C20H35N5.

Each line ends with the Löwdin charge.
Element x y z (Å)
C  2.254  0.495  1.318  -0.113
C  0.919  0.117  0.844  -0.287
C  0.765  0.167  -0.676  -0.204
C  1.575  -0.829  -1.309  -0.229
N  2.196  -1.627  -1.909  0.152
H  3.050  0.051  0.720  0.073
H  2.354  0.115  2.335  0.073
H  2.276  1.584  1.312  0.085
H  0.207  0.846  1.233  0.118
H  0.626  -0.909  1.064  0.086
H  1.057  1.144  -1.061  0.112
H  -0.289  0.043  -0.925  0.101
C  2.716  -3.354  1.157  -0.103
C  4.261  -3.263  0.879  -0.264
C  5.117  -3.326  2.072  -0.215
C  4.681  -2.465  3.209  -0.175
N  4.356  -1.782  4.166  0.125
H  2.488  -4.232  1.761  0.061
H  2.100  -3.425  0.261  0.062
H  2.484  -2.426  1.680  0.043
H  4.352  -2.379  0.248  0.102
H  4.446  -4.135  0.251  0.112
H  6.140  -3.252  1.703  0.123
H  5.083  -4.332  2.489  0.120
C  0.126  -2.738  3.956  -0.078
C  -0.478  -4.154  3.633  -0.243
C  -0.492  -4.662  2.226  -0.210
C  -1.126  -3.729  1.332  -0.241
N  -1.700  -2.978  0.681  0.155
H  -0.080  -2.482  4.996  0.072
H  -0.359  -1.955  3.372  0.058
H  1.202  -2.768  3.784  0.053
H  -1.419  -4.329  4.153  0.109
H  0.229  -4.773  4.185  0.102
H  -0.995  -5.625  2.138  0.124
H  0.484  -4.958  1.840  0.096
C  -6.655  1.972  -2.657  -0.111
C  -5.261  1.471  -2.382  -0.263
C  -4.375  0.877  -3.499  -0.199
C  -2.971  1.003  -3.256  -0.192
N  -1.787  1.140  -3.012  0.142
H  -7.423  1.234  -2.889  0.073
H  -6.629  2.724  -3.446  0.074
H  -7.053  2.531  -1.810  0.074
H  -5.216  0.837  -1.497  0.113
H  -4.689  2.308  -1.983  0.103
H  -4.716  1.294  -4.446  0.122
H  -4.580  -0.188  -3.612  0.122
C  -0.976  6.186  -2.647  -0.114
C  -0.211  4.863  -2.558  -0.285
C  1.100  4.898  -1.881  -0.196
C  1.113  5.479  -0.489  -0.209
N  1.109  5.877  0.575  0.139
H  -1.787  6.340  -3.360  0.068
H  -0.239  6.949  -2.899  0.070
H  -1.403  6.587  -1.727  0.070
H  -0.377  4.432  -3.546  0.117
H  -0.767  4.248  -1.851  0.102
H  1.862  5.427  -2.452  0.118
H  1.322  3.834  -1.793  0.107

The calculation puts the lowest unoccupied orbital energy at 0.60 eV. Its structure (SMILES) is CCCC#N.CCCC#N.CCCC#N.CCCC#N.CCCC#N.

two:
DFT (ωB97M-V with the def2-TZVPD basis set) results for 5 unconnected molecules or ions with the total composition C20H35N5.

Each line ends with the Löwdin charge.
Element x y z (Å)
C  -0.228  2.381  1.534  -0.116
C  -0.070  2.244  0.057  -0.251
C  1.373  2.047  -0.415  -0.199
C  1.946  0.986  0.301  -0.281
N  2.327  0.090  0.858  0.175
H  0.171  1.456  1.951  0.060
H  -1.243  2.507  1.912  0.057
H  0.437  3.132  1.958  0.085
H  -0.243  3.241  -0.349  0.111
H  -0.739  1.508  -0.388  0.093
H  1.985  2.918  -0.183  0.125
H  1.458  1.912  -1.493  0.112
C  -3.308  0.614  2.205  -0.116
C  -3.274  0.134  3.654  -0.229
C  -4.442  0.839  4.368  -0.203
C  -5.779  0.616  3.819  -0.252
N  -6.827  0.364  3.418  0.139
H  -4.143  0.123  1.706  0.068
H  -2.385  0.291  1.723  0.062
H  -3.376  1.688  2.032  0.080
H  -2.336  0.474  4.094  0.101
H  -3.213  -0.915  3.945  0.113
H  -4.335  1.920  4.459  0.120
H  -4.641  0.562  5.403  0.115
C  -5.963  -2.967  -2.467  -0.102
C  -5.353  -1.521  -2.690  -0.210
C  -3.924  -1.518  -2.023  -0.180
C  -3.293  -0.188  -2.034  -0.245
N  -2.910  0.889  -2.118  0.144
H  -5.402  -3.683  -3.068  0.066
H  -7.032  -3.113  -2.622  0.068
H  -5.718  -3.228  -1.438  0.060
H  -5.954  -0.697  -2.303  0.105
H  -5.329  -1.401  -3.773  0.099
H  -3.286  -2.334  -2.364  0.120
H  -3.998  -1.548  -0.936  0.105
C  1.718  -2.335  3.489  -0.148
C  2.915  -3.160  3.240  -0.272
C  2.557  -4.574  2.689  -0.181
C  3.685  -5.512  2.461  -0.221
N  4.492  -6.320  2.228  0.119
H  2.002  -1.516  4.148  0.078
H  0.923  -2.825  4.051  0.072
H  1.279  -1.998  2.549  0.061
H  3.530  -3.214  4.139  0.111
H  3.547  -2.614  2.540  0.108
H  1.927  -4.587  1.799  0.117
H  1.907  -5.084  3.400  0.111
C  5.573  3.090  -5.983  -0.087
C  6.468  2.381  -4.856  -0.210
C  5.991  2.741  -3.461  -0.197
C  4.528  2.981  -3.247  -0.205
N  3.381  3.171  -3.155  0.142
H  5.945  3.981  -6.489  0.063
H  4.593  3.394  -5.615  0.047
H  5.398  2.361  -6.774  0.062
H  7.508  2.697  -4.936  0.102
H  6.376  1.328  -5.124  0.100
H  6.421  3.694  -3.152  0.114
H  6.378  2.097  -2.672  0.114

The calculation puts the lowest unoccupied orbital energy at 0.49 eV. Its structure (SMILES) is CCCC#N.CCCC#N.CCCC#N.CCCC#N.CCCC#N.

Most stable structure, least stable structure: two, one.